Run P
The following is a DFT calculation (the ωB97M-V functional and the def2-TZVPD basis) of a structure of composition C5H12N3.

```
! RIJCOSX wB97M-V def2-TZVPD def2/J DEFGRID3
* xyz 1 1
C 1.13133 -0.40048 -0.75387
C -1.96311 1.17208 -0.55687
C -0.56390 1.32326 -0.04203
C -0.11927 0.84774 1.31257
C 0.10525 -0.69743 1.43134
N 1.84058 -1.96169 0.84075
N 1.05040 -1.10976 0.38238
N 1.20311 -0.90445 -1.98905
H -2.09196 0.77295 -1.57983
H -2.34649 0.31741 0.09011
H -2.79182 1.90282 -0.40163
H 0.14606 0.63099 -0.71117
H -0.12265 2.28489 -0.21267
H 0.98899 1.19251 1.36709
H -0.75700 1.38259 2.03410
H -0.80369 -1.17064 1.19178
H 0.33903 -1.18607 2.40604
H 2.56764 -2.29539 0.12592
H 0.55272 -1.63083 -2.13400
H 1.63479 -0.47050 -2.80096
*
```

For the frontier orbital gap (alpha / beta), the calculation gives 8.1 / 8.1 eV. The calculation puts the HOMO energy (alpha / beta) at -0.489 / -0.489 Ha.

Run Q
The following is a DFT calculation (the ωB97M-V functional and the def2-TZVPD basis) of the ion C5H12N3 with charge +1.

```
! RIJCOSX wB97M-V def2-TZVPD def2/J DEFGRID3
* xyz 1 1
C 0.88978 -1.58885 -0.13127
C 0.78601 -0.88988 -1.46228
C 0.50122 0.60513 -1.34093
C -0.04208 -1.35919 2.17775
C -1.10923 2.14296 -0.22565
N 1.72363 -2.55665 -0.00147
N -0.00438 -1.38528 0.79626
N -0.77350 0.86993 -0.76443
H 1.72446 -1.05481 -1.99074
H -0.00703 -1.38490 -2.02878
H 1.26666 1.09727 -0.73286
H 0.57244 1.03278 -2.35530
H 0.86223 -0.96057 2.65217
H -0.90893 -0.75030 2.46378
H -0.27697 -2.35936 2.56933
H -0.22053 2.62904 0.17332
H -1.55040 2.80455 -0.98326
H -1.84946 2.02925 0.56987
H 1.77971 -3.08713 0.85862
H -1.54632 0.31671 -1.11588
*
```

For the frontier orbital gap (alpha / beta), the calculation gives 5.8 / 7.8 eV. The calculation puts the HOMO energy (alpha / beta) at -0.486 / -0.488 Ha.

Relative to the most stable one, in eV, the structures come out at run P 1.432; run Q 0.000.

Run P
The following is a DFT calculation (the ωB97M-V functional and the def2-TZVPD basis) of a cluster of 2 separate species, C2H6OS2 in total.

```
! RIJCOSX wB97M-V def2-TZVPD def2/J DEFGRID3
* xyz 0 1
C -1.92441 0.67461 0.54695
C -0.80173 1.15793 -0.05702
O -0.28210 2.40180 0.44121
H -2.56373 -0.24814 0.45051
H -2.25681 1.05460 1.51714
H -0.24772 0.62826 -0.84938
H -0.65200 3.08237 -0.14969
S 3.23362 -2.01303 -0.00266
S 1.39537 -3.03936 -0.02309
H 2.84173 -0.85529 -0.46270
H 1.25777 -2.84374 -1.41126
*
```

For the frontier orbital gap, the calculation gives 9.4 eV. The calculation puts the HOMO energy at -0.336 Ha.

Run Q
The following is a DFT calculation (the ωB97M-V functional and the def2-TZVPD basis) of a cluster of 2 separate species, C2H6OS2 in total.

```
! RIJCOSX wB97M-V def2-TZVPD def2/J DEFGRID3
* xyz 0 1
C -1.16868 0.51533 0.70990
C -1.18844 -0.52222 -0.10546
O -2.11241 -0.64936 -1.10398
H -0.35865 0.62974 1.40511
H -1.89572 1.32046 0.65159
H -0.44557 -1.30330 -0.03213
H -2.17969 -1.57065 -1.36845
S 2.44114 1.39581 -0.38834
S 2.63896 -0.62188 0.12518
H 1.51246 1.17942 -1.32915
H 2.75660 -0.37333 1.43573
*
```

For the frontier orbital gap, the calculation gives 9.1 eV. The calculation puts the HOMO energy at -0.324 Ha.

Run R
The following is a DFT calculation (the ωB97M-V functional and the def2-TZVPD basis) of a cluster of 2 separate species, C2H6OS2 in total.

```
! RIJCOSX wB97M-V def2-TZVPD def2/J DEFGRID3
* xyz 0 1
C -1.28325 -0.47004 -0.58156
C 0.17821 -0.61740 -0.02904
S 1.42258 -0.89280 -1.08048
S 0.24787 -1.20535 1.56961
H -1.46878 0.70935 -0.66873
H -1.47962 -1.05025 -1.49310
H -1.85056 -0.84892 0.27420
H 1.52486 -1.30978 1.35251
O 0.64276 2.04475 0.32675
H 0.91210 2.23320 -0.56581
H 1.15386 1.40724 0.89563
*
```

For the frontier orbital gap, the calculation gives 8.3 eV. The calculation puts the HOMO energy at -0.321 Ha.

Relative to the most stable one, in eV, the structures come out at run P 0.778; run Q 0.000; run R 0.274.

Run P
The following is a DFT calculation (the ωB97M-V functional and the def2-TZVPD basis) of the ion C4H8O2 with charge -2.

```
! RIJCOSX wB97M-V def2-TZVPD def2/J DEFGRID3
* xyz -2 1
O 1.35781 -0.10984 -2.80339
C 1.39590 -0.40786 -1.47291
C 0.07688 -0.06666 -0.70523
C -0.01883 -0.07471 0.79812
C -1.35512 0.43704 1.42925
O -1.44306 0.27845 2.77597
H 2.13859 0.22012 -0.90025
H 1.79483 -1.43286 -1.27710
H -0.37478 0.72858 -1.33916
H -0.62840 -0.83477 -1.10933
H 0.76515 0.57986 1.25293
H 0.06070 -1.10289 1.15955
H -1.52031 1.48519 1.12907
H -2.04348 -0.22891 0.81360
*
```

For the frontier orbital gap, the calculation gives 6.6 eV. The calculation puts the HOMO energy at 0.034 Ha.

Run Q
The following is a DFT calculation (the ωB97M-V functional and the def2-TZVPD basis) of the ion C4H8O2 with charge -2.

```
! RIJCOSX wB97M-V def2-TZVPD def2/J DEFGRID3
* xyz -2 1
O 0.06924 -1.64230 2.60071
C 0.44587 -0.52253 1.91343
C -0.23415 -0.55441 0.43521
C -0.13307 0.83285 -0.30065
C 0.21547 0.65114 -1.83424
O -0.60713 1.18237 -2.77677
H 0.13971 0.41669 2.39525
H 1.52328 -0.55143 1.64689
H -1.29487 -0.81964 0.57463
H 0.24625 -1.38835 -0.06521
H -1.05598 1.41485 -0.12121
H 0.68811 1.42230 0.05825
H 0.49346 -0.40692 -2.22943
H 1.18507 1.23581 -1.87203
*
```

For the frontier orbital gap, the calculation gives 6.3 eV. The calculation puts the HOMO energy at 0.047 Ha.

Relative to the most stable one, in eV, the structures come out at run P 0.000; run Q 0.381.

Run P
The following is a DFT calculation (the ωB97M-V functional and the def2-TZVPD basis) of the molecule CH2N2S2.

```
! RIJCOSX wB97M-V def2-TZVPD def2/J DEFGRID3
* xyz 0 1
C -0.69173 0.28993 -0.26166
N 0.52878 0.09982 -0.93256
N 1.56549 -0.29935 -0.48089
S 1.50181 -0.76325 1.26594
S -0.44113 -0.14632 1.59222
H -1.24229 1.21184 -0.35670
H -1.22093 -0.39267 -0.82635
*
```

For the frontier orbital gap, the calculation gives 8.8 eV. The calculation puts the HOMO energy at -0.308 Ha.

Run Q
The following is a DFT calculation (the ωB97M-V functional and the def2-TZVPD basis) of the molecule CH2N2S2.

```
! RIJCOSX wB97M-V def2-TZVPD def2/J DEFGRID3
* xyz 0 1
S 2.77327 0.33289 0.21085
N 1.27770 0.21924 -0.47727
C 0.07381 0.28740 -0.21413
N -1.12356 0.06423 -0.18291
S -2.83365 0.31624 0.11404
H 2.62731 -0.54512 1.23176
H -3.14840 0.31081 -1.19023
*
```

For the frontier orbital gap, the calculation gives 8.6 eV. The calculation puts the HOMO energy at -0.302 Ha.

Relative to the most stable one, in eV, the structures come out at run P 0.000; run Q 0.678.

Run P
The following is a DFT calculation (the ωB97M-V functional and the def2-TZVPD basis) of a structure of composition C4HNO3.

```
! RIJCOSX wB97M-V def2-TZVPD def2/J DEFGRID3
* xyz 0 1
C -0.76976 0.97745 -1.21401
C -0.45614 -0.02211 0.46258
C 0.31482 -0.80201 1.25416
C 0.34196 0.17984 -0.68409
H 0.29977 -1.20403 2.25570
N 1.51685 -0.39235 -0.62758
O -1.16251 1.62542 -2.11734
O -1.57191 0.72410 0.06975
O 1.48693 -1.08633 0.60083
*
```

For the frontier orbital gap, the calculation gives 9.3 eV. The calculation puts the HOMO energy at -0.373 Ha.

Run Q
The following is a DFT calculation (the ωB97M-V functional and the def2-TZVPD basis) of the molecule C4HNO3.

```
! RIJCOSX wB97M-V def2-TZVPD def2/J DEFGRID3
* xyz 0 1
O -2.44170 -0.30823 -0.24676
C -1.27272 -0.01670 -0.03317
C -0.57972 1.44830 0.24531
N 0.64239 1.61314 0.14039
C 1.14118 0.32596 -0.15854
O 2.32544 -0.23568 -0.22302
C -0.00345 -0.77030 -0.13322
O 0.22625 -1.92346 0.37285
H -1.08840 2.52330 0.27046
*
```

For the frontier orbital gap, the calculation gives 7.8 eV. The calculation puts the HOMO energy at -0.374 Ha.

Relative to the most stable one, in eV, the structures come out at run P 0.346; run Q 0.000.

Run P
The following is a DFT calculation (the ωB97M-V functional and the def2-TZVPD basis) of a cluster of 9 separate species, C36H54O27 in total.

```
! RIJCOSX wB97M-V def2-TZVPD def2/J DEFGRID3
* xyz 0 1
C -2.75646 -2.81652 0.99423
C -4.19915 -3.31388 1.12000
C -5.16745 -2.19353 1.18569
O -6.22928 -2.59642 0.34660
C -5.85554 -3.63883 -0.36736
O -6.57968 -4.14107 -1.17710
O -4.63727 -4.01616 -0.06029
H -2.77317 -2.26621 0.06655
H -1.91950 -3.48901 1.05429
H -2.67485 -2.01181 1.77326
H -4.11223 -3.99785 1.96508
H -4.59190 -1.33169 0.82438
H -5.50300 -2.04128 2.17590
C 0.65785 -4.51963 5.94410
C 0.10931 -3.83456 4.72504
C -0.61338 -4.75599 3.70393
O -1.97992 -4.50835 3.96388
C -2.10773 -3.33574 4.59765
O -3.14461 -2.68943 4.54771
O -0.93466 -2.95742 5.16633
H 1.01998 -3.80901 6.64870
H 1.43177 -5.26266 5.78458
H -0.16918 -5.04034 6.44072
H 0.82423 -3.26805 4.15725
H -0.36211 -5.77937 3.99624
H -0.34384 -4.59899 2.65637
C -2.08136 -0.78241 -4.62759
C -1.35349 0.55373 -4.50911
C -0.83024 1.20549 -5.80546
O -1.13147 2.56776 -5.66414
C -2.05371 2.70314 -4.68900
O -2.53897 3.75347 -4.39770
O -2.26844 1.57739 -4.02715
H -2.92462 -0.63561 -5.28253
H -2.36524 -1.13978 -3.62744
H -1.34501 -1.53500 -5.01768
H -0.57697 0.42159 -3.79496
H -1.25173 0.79043 -6.74748
H 0.21399 1.11592 -6.02270
C 2.38847 6.85265 -3.32278
C 1.62098 5.63287 -3.75512
C 2.06528 4.72908 -4.85940
O 1.53076 3.48187 -4.42310
C 1.47609 3.45840 -3.05917
O 1.20619 2.47483 -2.41588
O 1.67152 4.69328 -2.57826
H 3.37733 6.42607 -3.17339
H 2.00016 7.29378 -2.42772
H 2.43620 7.51080 -4.16976
H 0.54220 5.88120 -3.95329
H 3.18237 4.61460 -4.86215
H 1.70772 4.97913 -5.87670
C 0.42568 -5.30955 -3.99435
C 1.72227 -4.63666 -4.13389
C 2.18168 -4.24249 -5.56438
O 1.93915 -2.76117 -5.59776
C 1.75168 -2.32779 -4.34264
O 1.58988 -1.19731 -4.02307
O 1.67853 -3.31788 -3.48361
H 0.04792 -4.77606 -3.11399
H 0.50611 -6.36732 -3.64936
H -0.13417 -4.99958 -4.83703
H 2.60120 -5.13413 -3.58014
H 1.47232 -4.66337 -6.34535
H 3.22396 -4.42770 -5.79070
C -1.49689 5.00367 0.45667
C -2.47025 3.96286 0.08792
C -1.89364 2.89045 -0.90302
O -2.79652 1.87195 -0.73742
C -3.41612 1.95206 0.38164
O -4.21904 1.15914 0.81083
O -2.99731 3.06471 1.11362
H -0.53392 4.57879 0.80755
H -1.85376 5.71895 1.18756
H -1.25050 5.56008 -0.43567
H -3.36745 4.41378 -0.47959
H -0.93274 2.56770 -0.53604
H -1.77580 3.11121 -1.93237
C 5.31043 0.97427 2.07962
C 4.05540 1.20665 2.87526
C 3.54392 0.05446 3.81710
O 3.65768 0.55964 5.13832
C 4.06768 1.86854 5.08951
O 4.18540 2.52281 6.05800
O 4.31322 2.29158 3.86205
H 5.20683 0.00720 1.57949
H 6.15041 0.92786 2.75194
H 5.43689 1.73963 1.31114
H 3.29115 1.61803 2.20288
H 4.11301 -0.85122 3.85114
H 2.46503 -0.23021 3.70124
C -0.02099 2.53060 5.88532
C 0.35778 1.48530 4.87873
C -0.74534 0.62568 4.09666
O -0.31081 0.58471 2.77158
C 0.54669 1.60022 2.53206
O 0.88997 1.97221 1.45029
O 0.91841 2.14520 3.69545
H -0.61725 3.24395 5.35792
H 0.97012 2.96279 6.13571
H -0.49470 2.15283 6.72848
H 1.06639 0.81638 5.32407
H -1.73120 1.01674 4.28198
H -0.81667 -0.41647 4.46955
C -0.56521 -0.39587 -0.80482
C 0.71227 -1.18187 -0.74112
C 1.97409 -0.35920 -0.33209
O 2.53761 -0.92075 0.84920
C 1.72071 -1.91523 1.24089
O 1.90334 -2.55453 2.24058
O 0.72091 -2.16651 0.41674
H -1.45172 -0.90446 -1.22889
H -0.29127 0.49366 -1.43737
H -0.73921 -0.02112 0.20289
H 1.01397 -1.76266 -1.57477
H 1.83504 0.68112 -0.16092
H 2.73152 -0.50717 -1.10535
*
```

For the frontier orbital gap, the calculation gives 10.3 eV. The calculation puts the HOMO energy at -0.374 Ha.

Run Q
The following is a DFT calculation (the ωB97M-V functional and the def2-TZVPD basis) of a cluster of 9 separate species, C36H54O27 in total.

```
! RIJCOSX wB97M-V def2-TZVPD def2/J DEFGRID3
* xyz 0 1
C -4.42656 4.36522 -4.43237
C -4.01924 4.04027 -5.89871
C -2.55502 4.17894 -6.20764
O -2.17238 2.83307 -6.51382
C -3.12765 1.99664 -6.56664
O -2.98642 0.84069 -6.91283
O -4.19795 2.61811 -5.98054
H -5.45874 4.14802 -4.15753
H -4.07904 5.37142 -4.19808
H -3.82986 3.77576 -3.73625
H -4.64194 4.49318 -6.67021
H -1.98202 4.55520 -5.36017
H -2.41269 4.74629 -7.12740
C 6.61328 -4.47415 0.77939
C 7.01054 -4.15567 2.23368
C 7.15467 -2.65228 2.46889
O 6.37809 -2.34825 3.59462
C 5.55684 -3.36486 3.86587
O 4.76083 -3.39746 4.76244
O 5.91218 -4.40818 3.09494
H 6.40702 -5.53870 0.66864
H 7.41818 -4.36736 0.05218
H 5.81195 -3.88394 0.33482
H 7.93849 -4.69553 2.42227
H 6.87120 -2.14637 1.54596
H 8.20132 -2.36075 2.55623
C 4.63181 4.21956 11.00901
C 3.27989 3.80904 10.41410
C 2.42768 4.88166 9.70736
O 2.03981 4.24919 8.45122
C 2.85112 3.28026 8.15440
O 2.83653 2.69165 7.10972
O 3.61111 2.99454 9.25336
H 4.37946 4.75733 11.92291
H 5.10559 4.91079 10.31200
H 5.34449 3.42158 11.21737
H 2.64478 3.18910 11.04688
H 2.92721 5.79734 9.39099
H 1.54624 5.02703 10.33189
C -5.23955 -1.36419 -3.07491
C -6.42863 -1.77326 -3.97924
C -6.05874 -2.53398 -5.28434
O -6.52530 -3.86576 -5.16687
C -7.10722 -3.97741 -3.97041
O -7.52793 -5.03097 -3.53177
O -7.06051 -2.79891 -3.24993
H -4.81491 -0.43319 -3.45044
H -4.48291 -2.14532 -3.00120
H -5.47416 -1.08046 -2.04897
H -7.08209 -0.91010 -4.10597
H -4.97772 -2.59169 -5.41148
H -6.44747 -1.97031 -6.13245
C -5.43038 -0.52755 4.34598
C -5.72034 0.94673 4.01026
C -6.56751 1.17108 2.71202
O -7.63700 1.95889 3.10403
C -7.65073 2.07449 4.39285
O -8.47448 2.76179 4.96231
O -6.68847 1.34683 4.93522
H -4.55926 -0.94128 3.83795
H -6.30710 -1.17385 4.30418
H -4.95443 -0.59966 5.32392
H -4.83415 1.57816 4.07393
H -6.92810 0.22422 2.31010
H -5.99655 1.67636 1.93305
C 2.25792 -0.37700 1.09025
C 0.77505 -0.46186 1.26205
C 0.12354 -0.12156 2.63408
O -1.02499 0.59655 2.16640
C -0.93751 0.95261 0.87001
O -1.70236 1.67713 0.26123
O 0.18424 0.50787 0.39140
H 2.74906 -1.12137 1.71697
H 2.64425 0.60214 1.37332
H 2.72024 -0.50647 0.11167
H 0.46342 -1.46971 0.98779
H 0.81890 0.39854 3.29291
H -0.12388 -1.07113 3.10863
C -7.13444 -6.74001 1.18266
C -6.00565 -6.33635 2.13288
C -4.97815 -7.41177 2.47894
O -3.82731 -6.98852 1.79379
C -4.00058 -5.75564 1.23347
O -3.10471 -5.09501 0.72354
O -5.26867 -5.27695 1.51512
H -7.77157 -7.50293 1.63001
H -6.68393 -7.18325 0.29459
H -7.65546 -5.91419 0.69823
H -6.37933 -6.01497 3.10508
H -5.34631 -8.40948 2.23991
H -4.85066 -7.30731 3.55640
C 2.49280 1.67550 -4.74256
C 2.60806 1.41480 -6.28093
C 2.80196 2.69136 -7.09150
O 4.04233 2.45846 -7.69547
C 4.60327 1.27788 -7.36772
O 5.62117 0.84378 -7.90163
O 3.84462 0.69344 -6.45411
H 1.42603 1.74400 -4.52947
H 2.83942 2.68826 -4.53693
H 3.01818 0.91640 -4.16304
H 1.76709 0.78939 -6.58049
H 2.77530 3.60640 -6.49981
H 2.04865 2.80528 -7.87101
C 7.16059 1.12796 -2.14565
C 8.12159 2.19828 -2.65263
C 8.65386 2.09907 -4.06534
O 8.16216 3.25723 -4.68200
C 7.46786 3.96828 -3.83570
O 7.06548 5.12819 -4.07452
O 7.34372 3.33994 -2.66329
H 7.45439 0.08033 -2.21080
H 6.30656 1.08074 -2.82129
H 6.57959 1.37406 -1.25685
H 8.95581 2.39471 -1.97915
H 8.36231 1.16446 -4.54451
H 9.74066 2.09328 -3.98214
*
```

For the frontier orbital gap, the calculation gives 10.5 eV. The calculation puts the HOMO energy at -0.387 Ha.

Relative to the most stable one, in eV, the structures come out at run P 0.000; run Q 3.034.